The ion C8H15N5S with charge +2, computed with ωB97M-V/def2-TZVPD.

```
29
Properties=species:S:1:pos:R:3:forces:R:3
H -2.42186 -1.54269 1.95050 0.56 0.48 0.80
N -2.33202 -1.75852 0.98859 -2.59 -0.76 1.22
C -1.69378 -1.50000 -0.00236 1.81 -1.30 -1.30
C -2.02435 -2.15095 -1.33227 -1.89 -1.79 1.92
C -0.36849 -0.65572 0.03912 -2.77 0.87 -4.14
S -0.99713 0.89219 -0.92372 1.75 -0.72 0.28
C 0.76504 1.38724 -1.33048 -2.29 -1.88 -1.79
C 1.40268 0.43596 -2.31460 0.69 -0.14 2.24
N 0.65207 2.70775 -1.95548 1.14 -0.08 -0.67
N 0.01682 -0.31962 1.26351 2.96 0.99 2.89
C -0.77979 0.25597 2.13150 1.17 0.44 0.82
N -0.40220 0.22288 3.40408 -0.67 -0.65 1.78
C 0.72012 -0.28870 3.81515 0.95 0.72 -0.84
C 1.73809 -0.31946 2.73500 0.75 0.35 2.78
N 1.42648 -0.34440 1.51211 -2.08 -0.74 -1.16
H -1.14658 -2.45426 -1.80901 1.31 -0.39 -1.12
H -2.74545 -3.06608 -1.21151 1.62 1.65 0.24
H -2.61091 -1.49183 -1.89404 -0.54 1.21 -1.24
H 0.48301 -1.03837 -0.47059 0.14 -0.68 -0.52
H 1.36162 1.33638 -0.45613 0.45 0.97 1.01
H 2.47128 0.61029 -2.36420 0.26 -0.15 -0.10
H 1.19702 -0.52838 -1.89283 0.69 -0.63 -0.13
H 0.98236 0.37610 -3.24851 -1.14 0.42 -2.38
H 1.63174 2.97883 -2.03025 0.01 0.95 -0.47
H 0.16078 3.31054 -1.34266 -0.60 1.38 0.71
H 0.19951 2.72920 -2.89999 0.41 -0.30 0.80
H -1.51362 0.93485 1.72096 -0.70 -0.25 0.49
H 1.03997 -0.54128 4.88901 -1.11 0.45 -1.62
H 2.78757 -0.17795 3.02912 -0.30 -0.40 -0.50
```
Positions in Å, forces in eV/Å.

Its total charge is +2. Its SMILES is [H]/N=C(/C)[C@@H](S[C@@H](C)[NH3+])[n+]1cnccn1. The electronic energy comes out at -26804.3540 eV. As for the gap between HOMO and LUMO: 7.053 eV. Its multiplicity is 1.